## a
The following is a DFT calculation (ωB97M-V/def2-TZVPD) of 4 unconnected molecules or ions with the total composition H9NO3.

SMILES: N.O.O.O
2S+1: 1
Molar mass, g mol⁻¹: 71.08
Highest occupied orbital energy, Ha: -0.3867

Atoms and positions in Å:
1 N 1.163 1.005 1.139
2 H 1.983 1.531 0.870
3 H 0.521 1.284 0.396
4 H 0.884 1.453 2.005
5 O 0.054 1.155 -1.754
6 H -0.349 1.803 -2.328
7 H -0.329 0.284 -1.894
8 O -0.878 -1.091 1.636
9 H -0.488 -1.616 2.349
10 H -0.152 -0.487 1.363
11 O -0.885 -1.494 -1.508
12 H -0.134 -2.092 -1.522
13 H -1.389 -1.736 -0.751

***

## b
The following is a DFT calculation (ωB97M-V/def2-TZVPD) of 4 unconnected molecules or ions with the total composition H9NO3.

SMILES: N.O.O.O
2S+1: 1
Molar mass, g mol⁻¹: 71.08
Highest occupied orbital energy, Ha: -0.3760

Atoms and positions in Å:
1 N 1.032 -0.430 -1.780
2 H 1.079 0.374 -1.135
3 H 1.951 -0.826 -1.864
4 H 0.793 0.203 -2.540
5 O -0.365 2.096 0.450
6 H 0.293 2.794 0.480
7 H -0.842 2.075 1.297
8 O -0.363 -3.890 -1.669
9 H 0.470 -3.552 -1.321
10 H -0.549 -3.244 -2.359
11 O -0.942 1.418 3.172
12 H -1.483 2.196 3.360
13 H -1.073 0.784 3.910

***

Which structure wins on stability? a wins.

***

## a
The following is a DFT calculation (ωB97M-V/def2-TZVPD) of a molecular structure, H5NO2P2.

2S+1: 1
Molar mass, g mol⁻¹: 112.99
Highest occupied orbital energy, Ha: -0.3104

Atoms and positions in Å:
1 N -0.382 -1.704 0.623
2 O -1.614 0.470 -1.050
3 O 0.124 1.238 0.415
4 P 1.569 0.818 -0.435
5 P -1.217 0.439 0.493
6 H -1.091 -2.297 1.175
7 H -0.488 -2.162 -0.298
8 H -1.109 1.154 -1.522
9 H 2.149 -0.053 0.493
10 H 2.060 2.097 0.107

***

## b
The following is a DFT calculation (ωB97M-V/def2-TZVPD) of H5NO2P2 in the gas phase.

SMILES: NP(O)OP
2S+1: 1
Molar mass, g mol⁻¹: 112.99
Highest occupied orbital energy, Ha: -0.3388

Atoms and positions in Å:
1 N -0.917 -1.122 -0.017
2 P -0.810 0.423 0.903
3 O -0.706 1.373 -0.517
4 O 0.789 0.300 1.301
5 P 1.972 -0.004 0.123
6 H -0.702 -1.887 0.549
7 H -1.732 -1.373 -0.470
8 H -0.475 2.230 -0.305
9 H 1.366 0.950 -0.837
10 H 1.213 -0.890 -0.729

***

Which structure wins on stability? b wins.

***

## a
The following is a DFT calculation (ωB97M-V/def2-TZVPD) of 5 unconnected molecules or ions with the total composition C15H35N5O5.

SMILES: CN(C)C=O.CN(C)C=O.CN(C)C=O.CN(C)C=O.CN(C)C=O
2S+1: 1
Molar mass, g mol⁻¹: 365.47
Highest occupied orbital energy, Ha: -0.3301

Atoms and positions in Å:
1 C -4.631 3.098 0.724
2 N -3.644 4.125 1.027
3 C -3.664 4.665 2.362
4 C -2.865 4.665 0.066
5 O -2.031 5.523 0.240
6 H -4.377 2.206 1.300
7 H -4.588 2.853 -0.332
8 H -5.624 3.444 1.018
9 H -4.619 5.158 2.571
10 H -3.518 3.871 3.098
11 H -2.876 5.407 2.453
12 H -3.081 4.201 -0.913
13 C 1.946 2.754 -1.692
14 N 2.064 2.652 -0.268
15 C 1.123 3.440 0.517
16 C 2.976 1.851 0.317
17 O 3.791 1.167 -0.275
18 H 2.243 3.736 -2.065
19 H 0.919 2.559 -2.017
20 H 2.572 1.990 -2.156
21 H 0.996 4.422 0.063
22 H 0.131 2.970 0.531
23 H 1.445 3.555 1.550
24 H 2.894 1.863 1.415
25 C 0.187 -0.643 -2.087
26 N -0.510 -0.053 -0.973
27 C -0.005 -0.319 0.325
28 C -1.514 0.845 -1.145
29 O -2.051 1.475 -0.250
30 H -0.369 -0.584 -3.022
31 H 0.356 -1.714 -1.923
32 H 1.173 -0.190 -2.244
33 H -0.022 -1.380 0.604
34 H 1.062 -0.054 0.359
35 H -0.523 0.247 1.089
36 H -1.790 0.978 -2.202
37 C -2.474 -3.278 1.837
38 N -1.205 -3.841 1.429
39 C -1.018 -4.111 0.036
40 C -0.223 -4.081 2.322
41 O 0.762 -4.746 2.110
42 H -2.499 -3.084 2.906
43 H -3.295 -3.946 1.561
44 H -2.679 -2.333 1.314
45 H -0.204 -4.831 -0.071
46 H -1.886 -4.611 -0.399
47 H -0.771 -3.217 -0.542
48 H -0.385 -3.581 3.293
49 C 4.141 -1.734 -1.125
50 N 3.626 -3.062 -1.254
51 C 2.458 -3.344 -0.468
52 C 4.153 -3.984 -2.094
53 O 5.216 -3.889 -2.665
54 H 4.232 -1.441 -0.076
55 H 3.487 -0.990 -1.593
56 H 5.130 -1.584 -1.552
57 H 1.633 -2.695 -0.800
58 H 2.121 -4.368 -0.618
59 H 2.623 -3.182 0.597
60 H 3.478 -4.850 -2.213

***

## b
The following is a DFT calculation (ωB97M-V/def2-TZVPD) of 5 unconnected molecules or ions with the total composition C15H35N5O5.

SMILES: CN(C)C=O.CN(C)C=O.CN(C)C=O.CN(C)C=O.CN(C)C=O
2S+1: 1
Molar mass, g mol⁻¹: 365.47
Highest occupied orbital energy, Ha: -0.3150

Atoms and positions in Å:
1 C 12.556 7.036 -5.231
2 N 12.518 5.681 -5.732
3 C 12.747 5.506 -7.138
4 C 12.596 4.620 -4.883
5 O 12.676 3.461 -5.229
6 H 11.875 7.667 -5.805
7 H 13.556 7.483 -5.349
8 H 12.365 7.075 -4.164
9 H 13.691 6.010 -7.397
10 H 12.946 4.461 -7.352
11 H 11.968 5.888 -7.794
12 H 12.604 4.942 -3.829
13 C 9.136 4.536 -8.023
14 N 9.617 5.314 -9.142
15 C 9.577 6.745 -9.000
16 C 9.872 4.735 -10.343
17 O 10.152 5.326 -11.359
18 H 8.110 4.826 -7.768
19 H 9.753 4.708 -7.137
20 H 9.154 3.474 -8.255
21 H 10.187 7.207 -9.778
22 H 8.569 7.157 -9.127
23 H 9.979 7.034 -8.029
24 H 9.840 3.633 -10.272
25 C 11.698 9.035 -2.418
26 N 11.483 8.090 -1.362
27 C 10.278 8.255 -0.585
28 C 12.323 7.038 -1.170
29 O 13.262 6.767 -1.880
30 H 10.959 8.935 -3.219
31 H 12.675 8.881 -2.872
32 H 11.679 10.057 -2.031
33 H 9.427 8.383 -1.259
34 H 10.084 7.383 0.034
35 H 10.336 9.146 0.047
36 H 12.067 6.509 -0.237
37 C 15.184 4.265 -12.500
38 N 14.643 4.342 -11.168
39 C 15.551 4.711 -10.112
40 C 13.425 3.829 -10.872
41 O 12.979 3.681 -9.751
42 H 14.545 3.656 -13.139
43 H 16.159 3.770 -12.474
44 H 15.297 5.251 -12.956
45 H 15.949 5.719 -10.283
46 H 15.030 4.712 -9.162
47 H 16.415 4.040 -10.095
48 H 12.924 3.430 -11.769
49 C 12.819 1.462 -7.554
50 N 12.233 0.356 -8.292
51 C 12.732 -0.969 -8.018
52 C 11.285 0.571 -9.234
53 O 10.797 -0.272 -9.955
54 H 13.754 1.750 -8.055
55 H 13.152 1.153 -6.565
56 H 12.142 2.303 -7.511
57 H 12.553 -1.237 -6.970
58 H 12.255 -1.707 -8.653
59 H 13.820 -1.011 -8.149
60 H 11.007 1.637 -9.294

***

## c
The following is a DFT calculation (ωB97M-V/def2-TZVPD) of 5 unconnected molecules or ions with the total composition C15H35N5O5.

SMILES: CN(C)C=O.CN(C)C=O.CN(C)C=O.CN(C)C=O.CN(C)C=O
2S+1: 1
Molar mass, g mol⁻¹: 365.47
Highest occupied orbital energy, Ha: -0.3339

Atoms and positions in Å:
1 C 2.208 4.523 4.742
2 N 2.124 3.136 5.087
3 C 2.944 2.688 6.168
4 C 1.145 2.336 4.573
5 O 0.296 2.655 3.773
6 H 1.959 5.345 5.419
7 H 1.639 4.674 3.822
8 H 3.230 4.788 4.439
9 H 2.619 1.719 6.564
10 H 3.986 2.447 5.930
11 H 2.905 3.356 7.031
12 H 1.096 1.340 5.044
13 C -0.505 -1.826 -5.071
14 N 0.714 -2.514 -4.755
15 C 1.905 -2.157 -5.538
16 C 0.809 -3.506 -3.841
17 O -0.081 -3.862 -3.099
18 H -0.716 -0.906 -4.511
19 H -1.405 -2.434 -5.004
20 H -0.424 -1.429 -6.085
21 H 1.690 -1.181 -5.961
22 H 2.835 -2.124 -4.972
23 H 2.100 -2.861 -6.352
24 H 1.809 -3.965 -3.835
25 C -7.594 -0.078 -1.455
26 N -6.758 -1.030 -0.753
27 C -5.538 -0.570 -0.101
28 C -7.128 -2.347 -0.715
29 O -6.636 -3.099 0.111
30 H -7.049 0.553 -2.164
31 H -8.065 0.608 -0.748
32 H -8.314 -0.615 -2.069
33 H -5.077 -1.436 0.380
34 H -4.733 -0.416 -0.823
35 H -5.730 0.137 0.699
36 H -7.940 -2.543 -1.428
37 C -1.479 0.603 -0.846
38 N -0.509 -0.101 0.016
39 C -0.233 0.664 1.232
40 C -0.089 -1.349 -0.286
41 O 0.806 -1.903 0.331
42 H -1.512 0.127 -1.824
43 H -1.413 1.687 -0.866
44 H -2.421 0.423 -0.311
45 H -1.075 0.874 1.887
46 H 0.286 -0.113 1.818
47 H 0.554 1.413 1.209
48 H -0.328 -1.642 -1.321
49 C 3.646 0.043 1.397
50 N 4.350 -0.034 0.156
51 C 5.799 0.210 0.320
52 C 3.760 -0.325 -1.024
53 O 4.333 -0.466 -2.084
54 H 3.673 0.981 1.959
55 H 3.958 -0.753 2.084
56 H 2.588 -0.228 1.315
57 H 6.332 -0.266 -0.497
58 H 5.838 1.299 0.387
59 H 6.142 -0.206 1.266
60 H 2.674 -0.343 -0.820

***

Which structure wins on stability? b wins.

***

## a
The following is a DFT calculation (ωB97M-V/def2-TZVPD) of a molecular structure, C9H6ClNO4Ru.

⟨S²⟩: 8.79
Charge: +3
2S+1: 6
Molar mass, g mol⁻¹: 328.67
Highest occupied orbital energy (spin up / spin down), Ha: -0.6818 / -0.8232

Atoms and positions in Å:
1 Ru 0.057 0.055 -0.487
2 O 0.737 -3.007 -0.485
3 C 0.488 -1.875 -0.502
4 C -0.378 2.000 -0.555
5 O -0.636 3.130 -0.560
6 C -1.830 -0.377 -0.417
7 O -2.951 -0.650 -0.362
8 C 1.888 0.459 -0.003
9 O 2.981 0.684 0.306
10 H 0.346 -0.356 -2.147
11 H 0.155 0.503 -2.152
12 Cl -0.009 -2.870 4.896
13 C -0.212 -1.321 4.167
14 C -0.520 -0.181 4.923
15 C -0.668 1.010 4.215
16 C -0.509 1.017 2.828
17 N -0.204 -0.072 2.114
18 C -0.067 -1.241 2.762
19 H -0.643 -0.252 6.007
20 H -0.908 1.950 4.697
21 H -0.637 1.940 2.267
22 H 0.153 -2.152 2.211

***

## b
The following is a DFT calculation (ωB97M-V/def2-TZVPD) of a molecular structure, C9H6ClNO4Ru.

⟨S²⟩: 8.80
Charge: +3
2S+1: 6
Molar mass, g mol⁻¹: 328.67
Highest occupied orbital energy (spin up / spin down), Ha: -0.6840 / -0.8358

Atoms and positions in Å:
1 Ru 0.023 -0.046 -1.749
2 O 0.018 3.056 -1.960
3 C 0.019 1.906 -1.818
4 C 0.041 -1.908 -1.966
5 O 0.054 -3.047 -2.196
6 C 1.961 0.008 -1.601
7 O 3.121 0.023 -1.625
8 C -1.912 -0.008 -1.674
9 O -3.073 -0.002 -1.743
10 H 0.032 0.393 -4.898
11 H 0.034 -0.370 -4.912
12 Cl 0.024 2.644 3.695
13 C -0.003 1.149 2.839
14 C -0.043 -0.068 3.554
15 C -0.066 -1.256 2.823
16 C -0.052 -1.206 1.422
17 N -0.009 -0.034 0.759
18 C 0.013 1.118 1.436
19 H -0.055 -0.065 4.632
20 H -0.100 -2.239 3.300
21 H -0.069 -2.123 0.821
22 H 0.043 2.075 0.862

***

Which structure wins on stability? b wins.

***

## a
The following is a DFT calculation (ωB97M-V/def2-TZVPD) of 2 unconnected molecules or ions with the total composition C2H3NO3.

⟨S²⟩: 2.01
2S+1: 3
Molar mass, g mol⁻¹: 89.05
Highest occupied orbital energy (spin up / spin down), Ha: -0.3051 / -0.4588

Atoms and positions in Å:
1 C 3.877 0.022 0.608
2 C 0.170 1.759 0.843
3 N -0.657 1.446 -0.307
4 O 3.421 0.519 1.516
5 O 4.236 -0.511 -0.345
6 O -0.142 1.213 -1.390
7 H 1.188 2.006 0.680
8 H 0.401 0.878 1.419
9 H -0.410 2.546 1.300

***

## b
The following is a DFT calculation (ωB97M-V/def2-TZVPD) of 2 unconnected molecules or ions with the total composition C2H3NO3.

⟨S²⟩: 2.01
2S+1: 3
Molar mass, g mol⁻¹: 89.05
Highest occupied orbital energy (spin up / spin down), Ha: -0.2756 / -0.3809

Atoms and positions in Å:
1 C -0.061 0.634 0.429
2 C 0.551 1.738 0.586
3 N -1.442 -3.468 -0.118
4 O -0.698 -0.304 0.077
5 O -0.848 -2.949 1.016
6 O -1.288 -4.636 -0.179
7 H -0.745 -1.929 0.929
8 H 0.026 2.603 0.793
9 H 1.489 1.678 0.171

***

Which structure wins on stability? a wins.

***

## a
The following is a DFT calculation (ωB97M-V/def2-TZVPD) of a molecular structure, C8H14N3O.

Charge: +1
2S+1: 1
Molar mass, g mol⁻¹: 168.22
Highest occupied orbital energy, Ha: -0.4394

Atoms and positions in Å:
1 C 2.496 -1.152 -0.528
2 C 1.269 -1.286 0.000
3 C 2.174 0.593 0.725
4 C -1.531 0.892 0.371
5 C -4.184 -0.712 -0.370
6 C 4.363 0.559 -0.433
7 C -0.131 0.056 1.594
8 C -2.911 -0.386 -1.226
9 N -1.645 2.057 0.707
10 N 3.132 -0.034 -0.052
11 N 1.017 -0.127 0.811
12 O -1.811 -0.152 -0.329
13 H 3.044 -1.708 -1.208
14 H 0.642 -2.131 -0.006
15 H 2.542 1.451 1.224
16 H -3.923 -0.357 0.595
17 H -4.962 -0.013 -0.650
18 H -4.533 -1.753 -0.390
19 H 4.784 1.134 0.364
20 H 4.875 -0.264 -0.769
21 H 4.267 1.247 -1.289
22 H -0.768 -0.891 1.890
23 H -0.107 0.901 2.276
24 H -3.152 0.584 -1.728
25 H -2.581 -1.211 -1.934
26 H -2.366 2.703 0.355

***

## b
The following is a DFT calculation (ωB97M-V/def2-TZVPD) of a gas-phase ion, C8H14N3O (charge +1).

SMILES: O=[NH+]/C=N\N=C/C1CCCCC1
Charge: +1
2S+1: 1
Molar mass, g mol⁻¹: 168.22
Highest occupied orbital energy (spin up / spin down), Ha: -0.5039 / -0.5014

Atoms and positions in Å:
1 O -3.165 1.624 -0.223
2 N -3.826 0.765 -0.839
3 C -3.630 -0.614 -0.760
4 N -2.869 -1.250 0.067
5 N -1.977 -1.019 0.779
6 C -0.918 -1.129 1.377
7 C 0.498 -0.833 0.752
8 C 0.603 -0.852 -0.736
9 C 2.140 -0.441 -1.137
10 C 2.344 0.956 -0.649
11 C 2.244 1.065 0.820
12 C 0.876 0.554 1.320
13 H -4.650 0.997 -1.368
14 H -4.349 -1.213 -1.341
15 H -0.990 -0.987 2.521
16 H 1.190 -1.529 1.252
17 H -0.236 -0.181 -1.110
18 H 0.325 -1.844 -1.238
19 H 2.336 -0.240 -2.294
20 H 2.747 -1.375 -0.809
21 H 3.227 1.372 -1.088
22 H 1.506 1.586 -1.105
23 H 3.064 0.400 1.249
24 H 2.363 2.130 1.177
25 H 0.961 0.646 2.464
26 H 0.184 1.411 0.920

***

Which structure wins on stability? a wins.